--- P ---
ORCA calculation (ωB97M-V with the def2-TZVPD basis set) on C2H3NO3 in the gas phase.

Results
SMILES: O=C=NOCO
E_HOMO in eV: -9.356

XYZ file:
```
9
Properties=species:S:1:pos:R:3:nbo_charge:R:1
C -1.39 -0.25 -0.17 0.274
C 2.58 -0.03 0.00 0.788
N 1.40 -0.01 -0.15 -0.281
O 3.71 0.11 -0.05 -0.527
O 0.16 -0.60 0.10 -0.455
O -1.80 1.02 -0.09 -0.646
H -1.66 -0.89 0.68 0.178
H -1.52 -0.63 -1.16 0.181
H -1.48 1.29 0.85 0.489
```

---

--- Q ---
ORCA calculation (ωB97M-V with the def2-TZVPD basis set) on a molecular structure, C2H3NO3.

Results
E_HOMO (alpha / beta) in eV: -9.103 / -9.104

XYZ file:
```
9
Properties=species:S:1:pos:R:3:nbo_charge:R:1
C -1.65 -0.21 0.10 -0.226
C -0.62 0.65 -0.49 0.304
N 1.97 -0.14 -0.15 0.391
O 2.90 0.44 -0.66 -0.368
O 1.93 -1.17 0.53 -0.413
O -1.06 1.01 0.63 -0.351
H -2.69 0.04 -0.22 0.207
H -1.48 -1.01 0.83 0.232
H 0.71 0.39 -0.57 0.225
```

---

Relative energies, unit hartree: P 0.0000; Q 0.1254

---

--- P ---
ORCA calculation (ωB97M-V with the def2-TZVPD basis set) on 3 unconnected molecules or ions with the total composition C2H10N2O3.

Results
SMILES: NCC(N)=O.O.O
E_HOMO in eV: -9.410

XYZ file:
```
17
Properties=species:S:1:pos:R:3:nbo_charge:R:1
N 0.73 0.11 -2.30 -0.837
C -0.32 0.37 -1.33 -0.329
C 0.02 -0.10 0.10 0.662
N -0.73 0.43 1.12 -0.832
O 1.00 -0.76 0.37 -0.632
H 1.29 0.92 -2.51 0.358
H 1.37 -0.59 -1.87 0.382
H -0.62 1.40 -1.17 0.205
H -1.21 -0.16 -1.81 0.213
H -1.60 0.88 0.85 0.402
H -0.65 0.19 2.09 0.403
H -4.15 1.17 2.09 0.483
H -4.59 0.99 0.57 0.485
O -3.86 1.02 1.19 -0.964
H 4.39 -1.87 1.64 0.468
H 4.29 -1.70 0.14 0.471
O 4.66 -2.29 0.81 -0.938
```

---

--- Q ---
ORCA calculation (ωB97M-V with the def2-TZVPD basis set) on 3 unconnected molecules or ions with the total composition C2H10N2O3.

Results
SMILES: NCNC=O.O.O
E_HOMO in eV: -9.703

XYZ file:
```
17
Properties=species:S:1:pos:R:3:nbo_charge:R:1
O -0.87 -0.93 -2.32 -0.616
C -1.09 -0.28 -1.31 0.514
N -0.12 0.59 -0.82 -0.640
C 1.26 0.40 -1.10 -0.051
N 1.85 -0.23 0.18 -0.895
H -2.03 -0.41 -0.87 0.162
H -0.31 1.04 0.05 0.400
H 1.49 -0.34 -1.83 0.211
H 1.68 1.37 -1.37 0.189
H 2.84 -0.44 0.04 0.373
H 1.24 -0.99 0.42 0.370
H -1.41 -0.92 1.42 0.465
H -1.17 0.55 1.83 0.500
O -1.76 -0.04 1.34 -0.971
H 0.67 -0.02 3.47 0.487
H 1.27 0.54 2.03 0.516
O 0.49 0.54 2.69 -1.014
```

---

Relative energies, unit hartree: P 0.0000; Q 0.0213

---

--- P ---
ORCA calculation (ωB97M-V with the def2-TZVPD basis set) on a molecular structure, C4H8NO.

Results
Charge: +1
E_HOMO in eV: -15.004

XYZ file:
```
14
Properties=species:S:1:pos:R:3:nbo_charge:R:1
C -0.36 1.10 -0.41 -0.474
C -0.91 -0.15 -1.20 -0.195
C 1.27 0.18 1.76 -0.017
C 0.38 0.13 0.47 0.335
N 0.07 -1.03 -0.33 -0.565
O 2.14 0.11 0.72 -0.472
H 0.23 1.65 -1.18 0.277
H -0.85 1.87 0.13 0.272
H -1.96 -0.68 -1.23 0.268
H -0.51 -0.03 -2.26 0.257
H 1.07 1.07 2.23 0.201
H 1.13 -0.72 2.37 0.188
H -0.62 -1.64 0.28 0.447
H 0.82 -1.65 -0.63 0.478
```

---

--- Q ---
ORCA calculation (ωB97M-V with the def2-TZVPD basis set) on 2 unconnected molecules or ions with the total composition C4H8NO.

Results
Charge: +1
E_HOMO in eV: -16.454

XYZ file:
```
14
Properties=species:S:1:pos:R:3:nbo_charge:R:1
C 0.86 -1.96 0.19 0.130
C -2.37 0.16 0.03 0.472
C 0.23 1.50 0.32 -0.647
C 0.62 0.35 -0.68 -0.240
N 0.17 -0.95 -0.07 -0.420
O -3.40 0.48 -0.13 -0.378
H 1.92 -2.19 -0.16 0.233
H 0.53 -2.75 0.73 0.212
H -0.82 -0.82 0.31 0.435
H -0.36 0.95 1.11 0.213
H 1.24 2.01 0.72 0.255
H -0.32 2.42 -0.07 0.261
H 1.65 0.31 -0.73 0.231
H 0.05 0.50 -1.58 0.243
```

---

Relative energies, unit hartree: P 0.0899; Q 0.0000

---

--- P ---
ORCA calculation (ωB97M-V with the def2-TZVPD basis set) on 2 unconnected molecules or ions with the total composition C4H8NO.

Results
Charge: +1
E_HOMO in eV: -11.565

XYZ file:
```
14
Properties=species:S:1:pos:R:3:nbo_charge:R:1
C 1.86 -0.19 -0.06 -0.014
C 1.00 0.65 -0.09 0.089
C 2.90 -1.18 -0.02 -0.687
C -2.94 0.12 0.35 0.419
N 0.00 1.54 -0.07 -0.874
O -3.20 -1.01 -0.19 -0.476
H 3.22 -1.35 1.00 0.249
H 2.54 -2.12 -0.45 0.238
H 3.76 -0.85 -0.61 0.245
H -3.72 0.83 0.64 0.206
H -1.89 0.37 0.46 0.251
H 0.01 2.17 0.72 0.402
H -0.21 1.98 -0.96 0.401
H -4.14 -1.23 -0.31 0.549
```

---

--- Q ---
ORCA calculation (ωB97M-V with the def2-TZVPD basis set) on a gas-phase ion, C4H8NO (charge +1).

Results
Charge: +1
E_HOMO (alpha / beta) in eV: -12.363 / -13.115

XYZ file:
```
14
Properties=species:S:1:pos:R:3:nbo_charge:R:1
C -1.34 -0.73 -0.66 -0.532
C -2.45 -0.30 0.29 0.235
C -0.65 0.72 -0.42 0.241
C 1.43 0.07 0.26 -0.444
N 0.57 1.21 0.06 -0.541
O -1.87 0.94 0.37 -0.376
H -0.86 -1.63 -0.21 0.263
H -1.63 -1.04 -1.66 0.285
H -3.43 -0.61 0.44 0.222
H 2.52 0.30 0.35 0.255
H 1.27 -0.32 1.26 0.240
H 1.11 -0.61 -0.58 0.244
H 1.05 1.74 -0.61 0.439
H 0.50 1.83 0.95 0.469
```

---

Relative energies, unit hartree: P 0.0000; Q 0.0637